Entry 1:
68
Properties=species:S:1:pos:R:3:nbo_charge:R:1 method="wB97M-V/def2-TZVPD" gap_ev="4.1 / 4.1" lumo_ev="-5.55 / -5.55" homo_energy_ev="-9.6 / -9.6" spin_multiplicity=1 de_lowest_kcal_mol=1.7 total_charge=+1
C -1.748 0.528 -4.486 -0.2107
C -1.257 0.865 -3.184 0.1925
N -1.463 -0.001 -2.124 -0.5608
C -1.890 -1.245 -2.387 0.2397
C -2.290 -1.654 -3.672 -0.2867
C -2.238 -0.739 -4.727 -0.1580
C -0.441 2.003 -3.017 -0.8240
P 0.477 2.293 -1.559 1.1287
Pb -0.488 0.688 0.578 1.2912
P -2.121 -1.652 0.387 1.0414
C -1.846 -2.279 -1.282 -0.7978
C 0.050 1.629 2.719 -0.1817
C 1.400 1.753 3.000 -0.3107
C 1.813 2.219 4.272 -0.1798
C 0.860 2.555 5.242 -0.1989
C -0.503 2.429 4.946 -0.1906
C -0.907 1.971 3.664 -0.3062
O -2.792 4.074 -2.630 -0.9772
O -1.851 4.595 0.038 -0.9631
H -1.715 1.317 -5.252 0.2189
H -2.593 -2.700 -3.822 0.2285
H -2.572 -1.027 -5.733 0.2356
C 2.027 1.534 -2.150 -0.9306
C 0.839 4.058 -1.300 -0.9816
H -2.547 -3.096 -1.474 0.2600
H -0.823 -2.681 -1.272 0.3216
H -2.040 3.504 -2.795 0.4911
H -0.316 2.661 -3.873 0.2601
C -1.557 -3.023 1.428 -0.9639
C -3.925 -1.713 0.525 -0.9421
H 2.162 1.491 2.257 0.2309
H 2.883 2.314 4.497 0.2304
H 1.181 2.904 6.229 0.2346
H -1.253 2.684 5.706 0.2331
H -1.978 1.893 3.449 0.2152
H -2.338 2.393 1.010 0.0813
H -2.515 4.598 0.780 0.4766
H -2.378 4.197 -0.685 0.4970
H -3.667 3.649 -2.740 0.4906
H -2.473 1.720 1.274 -0.0398
H 2.367 2.143 -3.000 0.2548
H 2.787 1.474 -1.365 0.2402
H 1.785 0.528 -2.523 0.2698
H 1.009 4.523 -2.281 0.2638
H -0.028 4.510 -0.780 0.3025
H 1.741 4.145 -0.676 0.2551
H -4.252 -2.754 0.465 0.2613
H -4.236 -1.284 1.483 0.2521
H -4.371 -1.129 -0.286 0.2614
H -2.373 -3.747 1.529 0.2576
H -0.679 -3.511 0.994 0.2939
H -1.298 -2.631 2.420 0.2519
O 2.506 -4.040 -2.265 -0.8921
S 1.838 -3.814 -1.007 2.2867
O 0.831 -4.761 -0.562 -0.9342
N 1.229 -2.272 -0.886 -0.8505
C 1.800 -1.564 0.088 0.6256
O 1.484 -0.372 0.424 -0.7989
C 2.873 -2.272 0.793 -0.0864
C 3.611 -1.830 1.901 -0.1817
C 4.537 -2.715 2.447 -0.1975
C 4.702 -4.007 1.896 -0.1710
C 3.935 -4.437 0.802 -0.1747
C 3.017 -3.544 0.275 -0.3151
H 3.439 -0.825 2.307 0.2276
H 5.133 -2.425 3.303 0.2289
H 5.424 -4.684 2.321 0.2308
H 4.022 -5.414 0.348 0.2435

Entry 2:
19
Properties=species:S:1:pos:R:3:nbo_charge:R:1 method="wB97M-V/def2-TZVPD" gap_ev=8.3 smiles="CC=C(C)C.N" lumo_ev=0.93 homo_energy_ev=-7.4 spin_multiplicity=1 de_lowest_kcal_mol=47.7 total_charge=0
C 0.067 1.933 -0.452 -0.6664
C 0.250 0.637 0.287 -0.1032
C 0.206 -0.605 -0.347 -0.0934
C 0.796 -1.800 0.363 -0.6338
C 0.140 -0.757 -1.844 -0.6423
H 0.295 2.781 0.201 0.2114
H 0.732 1.999 -1.317 0.2188
H -0.965 2.032 -0.799 0.2157
H 0.872 0.737 1.180 0.1879
H 1.864 -1.921 0.133 0.2084
H 0.281 -2.717 0.059 0.2046
H 0.704 -1.720 1.452 0.2056
H -0.443 -1.648 -2.097 0.2064
H 1.139 -0.881 -2.285 0.2104
H -0.335 0.092 -2.344 0.2131
N -1.467 0.458 1.964 -1.1175
H -1.716 -0.204 1.189 0.4143
H -0.794 0.120 2.650 0.3723
H -1.626 1.465 2.008 0.3877

Entry 3:
10
Properties=species:S:1:pos:R:3:nbo_charge:R:1 method="wB97M-V/def2-TZVPD" gap_ev=7.7 lumo_ev=-4.73 homo_energy_ev=-12.5 spin_multiplicity=1 total_charge=+1
O -2.072 1.101 -0.012 -0.9409
C -2.413 -0.079 -0.466 0.1501
C -1.736 -1.199 -0.110 -0.0426
H -3.343 -0.190 -1.038 0.2033
H -1.908 -2.249 -0.314 0.2218
F -0.952 -0.969 1.057 -0.4588
Ca -0.353 1.099 1.036 1.8504
O 2.852 -0.920 -1.137 -0.3639
O 1.531 0.502 0.117 -0.7074
C 2.081 -0.261 -0.597 1.0880

Entry 4:
9
Properties=species:S:1:pos:R:3:nbo_charge:R:1 method="wB97M-V/def2-TZVPD" gap_ev=8.8 lumo_ev=0.27 homo_energy_ev=-8.5 spin_multiplicity=1 de_lowest_kcal_mol=73.6 total_charge=0
N -0.351 -0.248 -1.728 -0.6249
N 0.711 0.076 -0.982 -0.2403
C 1.106 0.027 0.198 -0.1050
P 0.791 -0.199 2.206 0.2149
C -0.809 0.033 1.934 0.3032
O -1.963 0.042 1.900 -0.4725
H -0.298 -0.008 -2.726 0.3957
H -1.247 -0.061 -1.129 0.3652
H 2.060 0.337 0.326 0.1636

Entry 5:
11
Properties=species:S:1:pos:R:3:nbo_charge:R:1 method="wB97M-V/def2-TZVPD" gap_ev=9.3 smiles=On1cc(Cl)c(S)n1 lumo_ev=0.76 homo_energy_ev=-8.6 spin_multiplicity=1 de_lowest_kcal_mol=47.4 total_charge=0
O -0.848 2.206 0.865 -0.5045
N -0.256 1.046 0.367 0.1207
C 0.672 1.027 -0.638 -0.0795
C 0.863 -0.309 -0.881 -0.1779
Cl 1.855 -1.077 -2.067 0.0359
C 0.013 -1.016 0.003 -0.0091
S -0.171 -2.803 0.069 0.0357
N -0.735 -0.165 0.697 -0.3083
H -1.573 1.886 1.428 0.4926
H 1.255 1.915 -0.904 0.2477
H -1.076 -2.711 1.061 0.1466

Entry 6:
96
Properties=species:S:1:pos:R:3:mulliken_charge:R:1 method="wB97M-V/def2-TZVPD" gap_ev=7.7 lumo_ev=1.60 homo_energy_ev=-6.1 spin_multiplicity=1 de_lowest_kcal_mol=107.5 total_charge=-1
Cl -1.111 -0.845 -0.304 1.5452
O -2.091 -1.627 0.408 -0.6422
O -1.214 -0.886 -1.781 -0.6381
O -1.166 0.483 0.114 -0.6031
O 0.106 -1.526 0.186 -0.6627
C -3.661 -8.112 2.719 -1.3340
C -2.460 -8.670 1.992 0.4137
C -1.187 -8.419 2.736 -0.4823
O -0.574 -9.720 2.756 -0.3189
C -1.510 -10.669 2.451 0.6610
O -1.342 -11.927 2.537 -0.6039
O -2.658 -10.078 2.149 -0.3164
H -3.561 -8.126 3.805 0.3579
H -4.574 -8.593 2.368 0.3245
H -3.770 -7.061 2.451 0.3914
H -2.230 -8.426 0.955 0.3393
H -1.338 -8.033 3.744 0.2517
H -0.556 -7.692 2.226 0.3161
C 3.985 -2.762 -5.956 -1.3812
C 4.118 -4.240 -6.459 0.3921
C 2.871 -5.029 -6.475 -0.4056
O 2.933 -5.680 -7.636 -0.3061
C 3.785 -4.924 -8.456 0.5938
O 3.768 -5.070 -9.682 -0.5773
O 4.485 -4.083 -7.779 -0.2887
H 3.803 -2.690 -4.883 0.3867
H 3.376 -2.167 -6.636 0.3498
H 4.914 -2.212 -6.103 0.3639
H 4.831 -4.815 -5.869 0.2597
H 1.993 -4.412 -6.286 0.2650
H 2.831 -5.650 -5.580 0.3481
C -4.782 1.292 -7.688 -1.3497
C -4.807 2.722 -8.264 0.4786
C -4.083 3.762 -7.437 -0.4083
O -3.362 4.526 -8.370 -0.3172
C -3.593 3.920 -9.645 0.6253
O -2.906 4.137 -10.679 -0.5828
O -4.316 2.862 -9.540 -0.2958
H -4.965 1.405 -6.620 0.3724
H -3.949 0.599 -7.806 0.3443
H -5.602 0.679 -8.063 0.3372
H -5.786 3.194 -8.346 0.2326
H -3.437 3.336 -6.670 0.2909
H -4.804 4.414 -6.942 0.2727
C -5.345 6.536 2.898 -1.3525
C -6.530 7.341 3.409 0.3641
C -6.484 8.089 4.771 -0.3306
O -6.968 9.354 4.447 -0.3330
C -7.192 9.474 3.068 0.6158
O -7.727 10.407 2.550 -0.5129
O -6.829 8.336 2.460 -0.3349
H -5.142 5.881 3.745 0.3653
H -4.470 7.178 2.792 0.3233
H -5.426 5.902 2.015 0.3488
H -7.416 6.708 3.440 0.2460
H -5.437 8.216 5.044 0.3002
H -6.976 7.471 5.524 0.3004
C 6.946 -3.345 3.872 -1.4127
C 7.833 -2.669 2.943 0.4785
C 7.296 -2.067 1.694 -0.3309
O 7.926 -0.828 1.707 -0.3159
C 8.714 -0.690 2.726 0.6664
O 9.446 0.283 2.817 -0.5893
O 8.537 -1.722 3.534 -0.3494
H 6.232 -2.628 4.276 0.3469
H 7.444 -3.723 4.765 0.3500
H 6.543 -4.201 3.331 0.3670
H 8.650 -3.279 2.560 0.2470
H 6.242 -1.825 1.822 0.3022
H 7.610 -2.538 0.762 0.2400
C -2.011 1.417 7.597 -1.4003
C -1.841 -0.003 7.019 0.4600
C -0.404 -0.401 6.665 -0.4516
O -0.310 -1.713 7.087 -0.2856
C -1.399 -2.045 7.815 0.6328
O -1.631 -3.196 8.259 -0.5746
O -2.267 -0.941 7.939 -0.3334
H -3.030 1.599 7.938 0.3456
H -1.707 2.229 6.936 0.3667
H -1.423 1.569 8.502 0.3522
H -2.474 -0.232 6.162 0.2825
H 0.401 0.098 7.205 0.3008
H -0.264 -0.319 5.587 0.3049
C 2.837 4.597 -2.701 -1.3180
C 3.007 5.529 -1.457 0.6324
C 3.209 4.704 -0.154 -0.4811
O 4.326 5.282 0.499 -0.3434
C 4.854 6.281 -0.243 0.6726
O 5.830 6.958 0.056 -0.5522
O 4.162 6.365 -1.428 -0.3634
H 1.924 4.002 -2.660 0.3725
H 3.632 3.853 -2.663 0.3390
H 2.826 5.003 -3.712 0.3309
H 2.078 6.075 -1.297 0.1959
H 3.345 3.623 -0.192 0.2617
H 2.452 4.820 0.621 0.2534

Entry 7:
14
Properties=species:S:1:pos:R:3:nbo_charge:R:1 method="wB97M-V/def2-TZVPD" gap_ev=11.0 smiles=C[C@@H](O)[C@H]1CO1 lumo_ev=1.10 homo_energy_ev=-9.9 spin_multiplicity=1 de_lowest_kcal_mol=61.0 total_charge=0
C -1.571 0.912 0.191 -0.6246
C -0.108 0.593 0.393 0.0625
O -0.037 -0.405 1.397 -0.7342
C 0.581 -0.071 -0.805 0.0168
C 1.650 -0.942 -0.337 -0.1503
O 0.367 -1.489 -0.749 -0.5157
H -2.096 -0.024 -0.028 0.2115
H -1.973 1.310 1.128 0.2233
H -1.740 1.628 -0.616 0.2032
H 0.464 1.498 0.660 0.1808
H -0.167 -1.218 0.778 0.4801
H 0.519 0.340 -1.808 0.2048
H 1.649 -0.862 0.771 0.2401
H 2.463 -1.270 -0.974 0.2017

Entry 8:
20
Properties=species:S:1:pos:R:3:nbo_charge:R:1 method="wB97M-V/def2-TZVPD" gap_ev="10.9 / 6.4" lumo_ev="-2.88 / -7.42" homo_energy_ev="-13.8 / -13.8" spin_multiplicity=2 de_lowest_kcal_mol=24.5 total_charge=+1
C -0.674 -0.952 -1.374 -0.2993
N -1.750 -0.222 -0.736 0.0809
C -1.957 1.110 -1.284 -0.4802
C -1.614 -0.296 0.750 -0.2593
C -0.132 -0.655 1.027 -0.4085
C 0.479 -0.931 -0.374 -0.4023
H -0.914 -1.997 -1.596 0.2745
H -0.393 -0.564 -2.350 0.2487
H -1.076 1.719 -1.076 0.2647
H -2.040 1.064 -2.375 0.2493
H -2.950 1.468 -1.013 0.2606
H -1.884 0.697 1.089 0.2409
H -2.269 -1.123 0.996 0.2588
H 0.349 0.254 1.372 0.2383
H -0.063 -1.467 1.712 0.2499
H 1.069 -1.841 -0.362 0.2561
H 1.137 -0.132 -0.670 0.2268
H 4.898 1.513 1.364 0.4612
H 4.865 1.485 2.820 0.4672
O 4.920 0.871 2.080 -0.9281

no.,DFT total energy (eV)
1,-73292.1177
2,-6884.1284
3,-30436.3871
4,-16435.2539
5,-31542.4765
6,-93418.5798
7,-8370.6365
8,-8924.6896